(1)
The following is a DFT calculation (ωB97M-V/def2-TZVPD) of a single C4H6ClNS molecule.

Each line ends with the natural charge from an NBO analysis.
Atoms and positions in Å:
1 C -0.223 0.539 1.862  0.008
2 C 0.168 -0.964 0.087  -0.072
3 C -1.223 1.169 -0.586  -0.346
4 C 1.344 -0.856 -0.820  -0.659
5 N 0.209 -0.492 1.316  -0.417
6 S -1.149 1.806 1.006  0.232
7 Cl -2.761 0.595 -1.174  0.027
8 H -0.060 0.745 2.905  0.200
9 H -0.550 -1.749 -0.113  0.187
10 H -0.671 1.722 -1.324  0.197
11 H 1.004 -0.858 -1.853  0.217
12 H 2.009 -1.712 -0.687  0.217
13 H 1.903 0.055 -0.619  0.210

## Properties
Multiplicity: 3
Energy above the lowest of the compared OMol25 structures with the same formula, charge and spin (kcal per mole): 12.9
Highest occupied orbital energy (alpha / beta) (eV): -5.78 / -9.40
Kohn-Sham gap (alpha / beta) (eV): 6.6 / 8.0

=====

(2)
The following is a DFT calculation (ωB97M-V/def2-TZVPD) of 3 unconnected molecules or ions with the total composition C4H13NO2.

Each line ends with the natural charge from an NBO analysis.
Atoms and positions in Å:
1 C -0.424 0.753 -0.123  -0.625
2 C -1.456 -0.268 -0.764  -0.184
3 C -1.531 -1.652 -0.796  -0.204
4 C -2.769 -2.386 -1.375  -0.234
5 N -3.644 -1.540 -2.031  -0.804
6 H -0.049 1.368 -0.839  0.211
7 H -0.844 1.344 0.633  0.219
8 H 0.388 0.255 0.474  0.193
9 H -2.012 0.209 -1.581  0.185
10 H -0.728 -2.276 -0.383  0.200
11 H -2.451 -3.218 -2.104  0.150
12 H -3.268 -2.972 -0.653  0.198
13 H -3.014 -1.033 -2.680  0.338
14 H -4.189 -2.047 -2.699  0.356
15 O 2.739 2.140 2.435  -0.925
16 H 3.337 1.616 1.904  0.459
17 H 2.074 1.476 2.589  0.467
18 O 6.307 2.927 2.752  -0.936
19 H 6.028 1.958 2.844  0.465
20 H 5.506 3.344 2.397  0.471

## Properties
Energy above the lowest of the compared OMol25 structures with the same formula, charge and spin (kcal per mole): 55.6
Highest occupied orbital energy (eV): -9.07
Kohn-Sham gap (eV): 9.5

=====

Question: Which of these has the highest energy above the lowest of the compared OMol25 structures with the same formula, charge and spin?
Answer: C4H13NO2

=====

What did the first record say?
The following is a DFT calculation (ωB97M-V/def2-TZVPD) of a single C4H6ClNS molecule.

Each line ends with the natural charge from an NBO analysis.
Atoms and positions in Å:
1 C -0.223 0.539 1.862  0.008
2 C 0.168 -0.964 0.087  -0.072
3 C -1.223 1.169 -0.586  -0.346
4 C 1.344 -0.856 -0.820  -0.659
5 N 0.209 -0.492 1.316  -0.417
6 S -1.149 1.806 1.006  0.232
7 Cl -2.761 0.595 -1.174  0.027
8 H -0.060 0.745 2.905  0.200
9 H -0.550 -1.749 -0.113  0.187
10 H -0.671 1.722 -1.324  0.197
11 H 1.004 -0.858 -1.853  0.217
12 H 2.009 -1.712 -0.687  0.217
13 H 1.903 0.055 -0.619  0.210

## Properties
Multiplicity: 3
Energy above the lowest of the compared OMol25 structures with the same formula, charge and spin (kcal per mole): 12.9
Highest occupied orbital energy (alpha / beta) (eV): -5.78 / -9.40
Kohn-Sham gap (alpha / beta) (eV): 6.6 / 8.0

=====

Question: What is the energy above the lowest of the compared OMol25 structures with the same formula, charge and spin in the second record?
Answer: 55.6 kcal per mole